No. 1
{"formula": "C27H52Cl2CoN3O5Si", "method": "ωB97M-V/def2-TZVPD", "elements": ["C", "C", "H", "H", "H", "C", "C", "H", "H", "H", "H", "Co", "Cl", "C", "O", "N", "C", "C", "H", "H", "H", "H", "H", "H", "H", "H", "H", "C", "C", "N", "H", "C", "O", "H", "H", "H", "H", "H", "H", "C", "C", "N", "H", "C", "O", "H", "H", "H", "H", "O", "C", "C", "C", "H", "C", "H", "C", "H", "C", "C", "H", "H", "H", "Si", "Cl", "C", "C", "C", "H", "H", "H", "H", "H", "H", "H", "H", "H", "C", "C", "C", "C", "O", "H", "H", "H", "H", "H", "H", "H", "H", "H"], "xyz": [[-2.286, -0.537, -4.515], [-0.984, -0.970, -3.882], [-2.137, 0.127, -5.397], [-2.909, -0.027, -3.766], [-2.880, -1.414, -4.843], [-0.132, -1.725, -4.603], [-0.352, -2.160, -6.035], [0.763, -2.159, -4.145], [-0.279, -1.311, -6.734], [-1.323, -2.658, -6.220], [0.447, -2.866, -6.308], [-4.761, 3.154, -1.159], [-4.165, 4.185, 0.636], [0.475, -1.491, 1.923], [1.559, -0.922, 2.076], [0.218, -2.796, 2.332], [1.306, -3.721, 2.555], [-1.120, -3.321, 2.299], [-0.271, -1.152, 1.179], [2.210, -3.155, 2.803], [1.492, -4.352, 1.670], [1.042, -4.384, 3.389], [-1.795, -2.557, 2.699], [-1.164, -4.222, 2.924], [-1.432, -3.589, 1.278], [1.759, 2.059, 2.740], [-0.047, 3.146, 3.892], [1.524, 2.443, 1.745], [-0.162, 3.763, 2.991], [0.176, 3.014, 1.776], [1.620, 1.657, 1.001], [-0.749, 2.849, 0.858], [-0.554, 2.196, -0.268], [-1.196, 4.118, 2.960], [-1.711, 3.342, 0.982], [2.232, 3.243, 1.512], [0.510, 4.611, 3.178], [1.894, 0.568, -3.743], [2.522, -2.322, -3.087], [2.945, 0.536, -3.414], [3.409, -1.802, -2.698], [3.095, -0.430, -2.342], [3.251, 1.530, -3.073], [2.973, -0.044, -1.051], [2.968, 1.120, -0.652], [3.767, -2.330, -1.804], [2.901, -0.875, -0.329], [3.574, 0.207, -4.246], [4.179, -1.807, -3.478], [-0.256, 0.481, -1.971], [-0.861, -0.663, -2.335], [0.468, -2.706, -1.248], [-0.740, -2.123, -1.654], [1.361, -2.071, -1.212], [0.542, -4.076, -0.929], [-1.897, -0.397, -2.102], [-1.866, -2.955, -1.672], [1.491, -4.549, -0.651], [-0.600, -4.883, -0.943], [-1.810, -4.312, -1.323], [-2.812, -2.531, -2.013], [-0.544, -5.947, -0.678], [-2.721, -4.915, -1.352], [-0.182, 3.267, -1.565], [-4.953, 1.849, -2.717], [1.680, 3.804, -1.385], [-1.101, 4.987, -1.249], [-0.564, 3.263, -3.370], [2.423, 2.970, -1.274], [1.794, 4.482, -0.518], [1.909, 4.362, -2.309], [0.213, 2.792, -3.961], [-0.548, 4.333, -3.636], [-1.524, 2.849, -3.664], [-1.036, 5.388, -0.231], [-2.175, 4.801, -1.437], [-0.824, 5.855, -1.867], [0.729, 0.256, 4.846], [-0.672, -0.290, 4.557], [-0.916, -1.451, 5.524], [-1.696, 0.815, 4.846], [-0.850, -0.654, 3.260], [0.782, 0.633, 5.877], [0.978, 1.072, 4.162], [1.482, -0.529, 4.716], [-0.808, -1.111, 6.561], [-1.921, -1.862, 5.396], [-0.197, -2.257, 5.348], [-1.561, 1.242, 5.846], [-1.618, 1.610, 4.097], [-2.705, 0.401, 4.765]], "mulliken_spin": [-0.0023, -0.0007, 0.0002, 0.0010, -0.0001, 0.0004, 0.0000, 0.0000, 0.0000, 0.0000, 0.0000, 2.7577, 0.0954, 0.0000, 0.0000, 0.0000, 0.0000, 0.0000, 0.0000, 0.0000, 0.0000, 0.0000, 0.0000, 0.0000, 0.0000, 0.0000, 0.0000, -0.0004, -0.0002, -0.0009, 0.0002, 0.0093, -0.0082, 0.0002, -0.0007, 0.0000, 0.0001, 0.0001, 0.0000, -0.0002, 0.0000, 0.0000, 0.0000, 0.0000, 0.0000, 0.0000, 0.0000, 0.0000, 0.0000, 0.0020, 0.0035, -0.0001, 0.0001, 0.0000, 0.0000, 0.0015, -0.0004, 0.0000, 0.0000, 0.0000, 0.0000, 0.0000, 0.0000, -0.0220, 0.1604, 0.0004, -0.0097, -0.0002, 0.0003, 0.0000, -0.0001, 0.0001, 0.0009, 0.0015, 0.0005, 0.0098, 0.0004, 0.0000, 0.0001, 0.0000, -0.0002, -0.0001, 0.0000, 0.0000, 0.0000, 0.0000, 0.0000, 0.0000, 0.0000, 0.0002, 0.0000], "gap_ev": [5.107, 2.718], "s2": 3.761, "relative_energy_ev": 5.626, "e_lumo_ev": [1.596, -0.793], "energy_ha": -4193.01777, "spin_multiplicity": 4, "total_charge": -1}

No. 2
{"formula": "C4H9N5", "method": "ωB97M-V/def2-TZVPD", "elements": ["H", "N", "C", "C", "N", "N", "C", "N", "C", "N", "H", "H", "H", "H", "H", "H", "H", "H"], "xyz": [[-1.524, -1.490, -0.864], [-1.721, -1.465, 0.140], [-0.763, -0.836, 0.749], [-0.902, -0.677, 2.253], [0.365, -0.283, 0.134], [1.585, -0.524, 0.828], [0.367, 0.708, -0.853], [1.481, 1.472, -1.184], [-0.733, 0.967, -1.518], [-1.675, 1.203, -2.174], [-1.837, -1.120, 2.606], [-0.068, -1.158, 2.771], [-0.905, 0.391, 2.493], [2.289, 0.154, 0.541], [1.927, -1.453, 0.577], [1.301, 2.104, -1.962], [2.294, 0.893, -1.360], [-1.481, 1.114, -3.178]], "mulliken_charge": [0.2799, -0.6975, 0.5546, -1.0098, 0.3079, -0.8134, 0.3967, -0.6431, 0.0496, -0.5258, 0.3366, 0.3035, 0.2502, 0.3050, 0.2138, 0.2418, 0.2044, 0.2454], "gap_ev": 7.317, "smiles": "[H]/N=C(/C)N(N)C(N)=C=N", "relative_energy_ev": 4.217, "e_lumo_ev": 0.566, "energy_ha": -431.45229, "total_charge": 0}

No. 3
{"formula": "C24H23F3O3S", "method": "ωB97M-V/def2-TZVPD", "elements": ["C", "O", "C", "C", "C", "C", "C", "C", "C", "C", "C", "C", "C", "C", "C", "C", "C", "C", "C", "C", "C", "C", "S", "O", "O", "C", "F", "F", "F", "C", "C", "H", "H", "H", "H", "H", "H", "H", "H", "H", "H", "H", "H", "H", "H", "H", "H", "H", "H", "H", "H", "H", "H", "H"], "xyz": [[6.347, -1.830, -3.074], [6.103, -1.169, -1.750], [4.793, -0.932, -1.412], [4.548, -0.148, -0.250], [3.233, -0.002, 0.169], [2.183, -0.790, -0.305], [0.776, -0.605, 0.416], [-0.259, -1.549, -0.300], [-1.512, -0.949, -0.476], [-2.499, -1.613, -1.178], [-2.248, -2.825, -1.833], [-3.254, -3.404, -2.799], [-0.978, -3.395, -1.710], [0.011, -2.797, -0.900], [0.503, -0.855, 1.783], [-0.981, -0.630, 2.239], [-1.829, -1.746, 2.405], [-3.111, -1.556, 2.891], [-3.513, -0.280, 3.313], [-4.888, -0.127, 3.978], [-2.787, 0.841, 2.894], [-1.494, 0.686, 2.390], [1.449, 0.107, 3.226], [2.043, 1.327, 2.681], [0.640, 0.120, 4.426], [2.854, -1.084, 3.699], [3.937, -0.441, 4.161], [2.451, -1.953, 4.642], [3.213, -1.798, 2.598], [2.385, -1.373, -1.591], [3.693, -1.540, -2.111], [7.441, -1.814, -3.136], [5.958, -2.865, -3.039], [5.896, -1.228, -3.888], [5.343, 0.409, 0.222], [2.999, 0.813, 0.838], [0.598, 0.542, 0.396], [-1.715, 0.073, -0.120], [-3.507, -1.212, -1.199], [-2.798, -3.937, -3.655], [-3.877, -4.164, -2.323], [-3.971, -2.652, -3.153], [-0.732, -4.355, -2.197], [1.009, -3.246, -0.853], [0.886, -1.848, 2.032], [-1.495, -2.779, 2.150], [-3.811, -2.391, 2.995], [-5.188, 0.919, 4.174], [-5.739, -0.508, 3.367], [-4.969, -0.654, 4.954], [-3.169, 1.861, 2.982], [-0.888, 1.559, 2.098], [1.595, -1.607, -2.306], [3.881, -2.039, -3.090]], "mulliken_charge": [-0.7972, -0.4524, 0.6161, -0.8473, -0.3462, -0.2921, 1.2719, 0.0858, -0.5585, -0.9226, 0.8589, -1.4581, -0.9580, -0.4907, -1.2715, 0.0273, -0.2141, -0.8545, 0.8444, -1.4267, -1.1042, 0.5037, 1.2582, -0.6664, -0.6330, 0.6983, -0.2279, -0.2386, -0.2064, -1.1060, -0.5359, 0.2447, 0.3183, 0.3344, 0.4928, 0.5604, 0.4479, 0.4373, 0.3876, 0.3590, 0.2812, 0.3738, 0.3577, 0.7412, 0.7501, 0.3680, 0.3848, 0.3672, 0.3212, 0.3172, 0.3007, 0.3861, 0.6127, 0.2992], "gap_ev": 8.806, "smiles": "COc1ccc([C@@H](c2ccc(C)cc2)[C@H](c2ccc(C)cc2)S(=O)(=O)C(F)(F)F)cc1", "e_lumo_ev": 0.552, "energy_ha": -1851.73343, "total_charge": 0}

No. 4
{"formula": "C4H8N2O", "method": "ωB97M-V/def2-TZVPD", "elements": ["C", "C", "C", "C", "N", "N", "O", "H", "H", "H", "H", "H", "H", "H", "H"], "xyz": [[-2.376, -0.562, 1.536], [-1.925, 0.372, 0.940], [0.174, -0.439, -1.788], [1.190, -0.343, -0.657], [0.981, 0.877, 1.281], [0.520, -0.042, 0.583], [1.967, 1.600, 1.113], [-2.653, -1.433, 2.057], [0.418, 1.022, 2.148], [-1.705, 1.243, 0.395], [-0.635, -1.107, -1.505], [-0.244, 0.541, -2.012], [0.655, -0.819, -2.687], [1.675, -1.315, -0.521], [1.958, 0.407, -0.883]], "mulliken_spin": [0.0255, -0.0070, 0.0506, -0.0093, 0.4541, 0.7776, 0.6880, -0.0003, -0.0179, 0.0048, 0.0023, -0.0039, -0.0062, 0.0388, 0.0029], "gap_ev": [7.607, 7.436], "s2": 2.007, "relative_energy_ev": 3.682, "e_lumo_ev": [1.069, -2.035], "energy_ha": -341.65774, "spin_multiplicity": 3, "total_charge": 0}

No. 5
{"formula": "C33H46F3N8O3S3Ti", "method": "ωB97M-V/def2-TZVPD", "elements": ["Ti", "C", "N", "C", "C", "N", "C", "C", "C", "C", "C", "C", "C", "S", "C", "C", "C", "C", "C", "C", "S", "H", "H", "H", "H", "H", "H", "H", "H", "H", "H", "H", "H", "H", "H", "H", "H", "H", "H", "C", "N", "C", "C", "N", "C", "C", "C", "C", "C", "C", "N", "C", "N", "C", "C", "N", "C", "C", "N", "C", "C", "H", "H", "H", "H", "H", "H", "H", "H", "H", "H", "H", "H", "H", "H", "H", "H", "H", "H", "H", "H", "H", "H", "H", "H", "H", "H", "H", "H", "F", "C", "F", "F", "S", "O", "O", "O"], "xyz": [[-0.087, -0.010, -0.565], [-2.077, -1.960, -2.814], [-1.731, -1.692, -1.400], [-2.943, -1.382, -0.616], [-3.676, -0.104, -1.023], [-2.799, 1.045, -1.274], [-2.852, 1.424, -2.693], [-3.125, 2.203, -0.467], [-4.226, 2.995, -0.777], [-4.496, 4.159, -0.078], [-3.663, 4.535, 0.966], [-2.591, 3.735, 1.312], [-2.302, 2.560, 0.608], [-0.983, 1.547, 1.150], [-1.072, -2.910, -0.947], [-1.775, -4.022, -0.507], [-1.118, -5.194, -0.158], [0.261, -5.271, -0.274], [0.968, -4.186, -0.764], [0.313, -3.007, -1.125], [1.199, -1.680, -1.841], [-2.614, -2.911, -2.894], [-1.168, -2.007, -3.407], [-2.701, -1.170, -3.223], [-2.622, -1.292, 0.416], [-3.686, -2.189, -0.692], [-4.363, 0.126, -0.206], [-4.287, -0.289, -1.912], [-3.882, 1.454, -3.072], [-2.289, 0.728, -3.304], [-2.424, 2.414, -2.806], [-4.882, 2.703, -1.588], [-5.350, 4.765, -0.351], [-3.855, 5.453, 1.508], [-1.952, 3.998, 2.147], [-2.854, -3.992, -0.417], [-1.691, -6.042, 0.197], [0.783, -6.179, 0.001], [2.043, -4.220, -0.885], [-2.587, -0.706, 3.317], [-1.798, -1.541, 2.416], [-2.144, -2.949, 2.556], [-0.436, -1.223, 2.327], [0.174, -1.100, 1.161], [1.589, -1.261, 1.288], [2.089, -2.368, 1.969], [3.421, -2.442, 2.333], [4.251, -1.365, 2.063], [3.780, -0.294, 1.324], [2.467, -0.264, 0.831], [1.939, 0.760, 0.032], [2.781, 1.564, -0.639], [2.488, 2.879, -0.772], [1.438, 3.500, 0.015], [2.908, 3.657, -1.933], [4.012, 1.208, -1.090], [4.350, -0.108, -1.592], [5.116, 2.145, -1.134], [0.199, -0.990, 3.510], [0.063, -1.888, 4.639], [1.192, 0.059, 3.661], [-3.643, -0.862, 3.084], [-2.344, 0.339, 3.148], [-2.433, -0.958, 4.375], [-2.170, -3.260, 3.608], [-1.433, -3.564, 2.011], [-3.140, -3.116, 2.139], [1.403, -3.168, 2.222], [3.792, -3.314, 2.857], [5.276, -1.363, 2.413], [4.435, 0.541, 1.127], [1.728, 4.535, 0.209], [1.314, 2.976, 0.955], [0.484, 3.492, -0.515], [3.738, 4.326, -1.695], [2.069, 4.270, -2.255], [3.185, 3.000, -2.750], [3.481, -0.754, -1.601], [5.129, -0.565, -0.976], [4.708, -0.014, -2.620], [4.918, 2.999, -0.491], [5.328, 2.495, -2.148], [6.008, 1.635, -0.759], [-0.323, -2.854, 4.323], [-0.588, -1.481, 5.420], [1.051, -2.052, 5.073], [1.025, 0.828, 2.910], [2.218, -0.314, 3.583], [1.060, 0.508, 4.648], [-0.164, 3.496, -3.423], [0.187, 2.521, -4.287], [1.230, 2.971, -4.991], [-0.830, 2.341, -5.129], [0.607, 0.912, -3.382], [-0.163, -0.043, -4.115], [2.037, 0.851, -3.449], [0.094, 1.240, -2.022]], "mulliken_spin": [0.9309, 0.0127, -0.0294, -0.0119, 0.0079, -0.0008, 0.0135, 0.0196, -0.0001, -0.0009, 0.0003, -0.0004, -0.0048, -0.0136, 0.0377, -0.0029, -0.0010, 0.0011, 0.0010, -0.0150, -0.0204, 0.0014, -0.0003, -0.0032, 0.0071, -0.0008, -0.0003, 0.0005, 0.0003, -0.0072, 0.0008, -0.0001, -0.0001, 0.0000, 0.0000, -0.0001, -0.0001, -0.0001, 0.0004, 0.0024, 0.0079, 0.0081, 0.0640, -0.0245, -0.0157, -0.0093, 0.0010, -0.0019, 0.0017, 0.0186, 0.0098, -0.0059, -0.0006, 0.0027, 0.0004, -0.0009, 0.0003, 0.0002, 0.0206, 0.0034, 0.0004, 0.0004, -0.0005, 0.0003, 0.0005, -0.0056, 0.0001, -0.0012, 0.0000, -0.0001, -0.0001, 0.0001, 0.0007, -0.0003, -0.0001, 0.0002, -0.0004, -0.0009, 0.0000, -0.0001, 0.0000, 0.0000, 0.0000, -0.0009, 0.0002, 0.0008, 0.0001, 0.0005, 0.0009, -0.0001, -0.0014, 0.0000, -0.0002, -0.0053, 0.0006, 0.0005, 0.0066], "gap_ev": [7.499, 7.717], "s2": 0.755, "relative_energy_ev": 1.231, "e_lumo_ev": [0.460, 0.449], "energy_ha": -4292.57162, "spin_multiplicity": 2, "total_charge": 0}